Molecular formula: C48H49N9O16
Method: DFT, wB97M-V/def2-TZVPD

```
122
Properties=species:S:1:pos:R:3
O -0.20 -1.88 -5.37
O -6.57 0.89 5.93
O -2.65 2.31 -5.71
O -2.97 -3.36 3.23
O -5.28 -4.39 -1.14
O 4.53 -0.66 0.01
O 3.79 0.50 1.60
O -4.57 -2.27 -0.93
O -4.31 0.94 5.97
O -2.15 0.71 -4.27
O 2.30 3.24 -1.35
O 3.98 4.18 -2.32
O -0.43 -0.48 -7.11
O -0.51 -0.37 -1.10
O 2.49 -6.60 1.83
O -2.91 -3.60 5.44
N 4.59 0.39 0.68
N 3.18 4.17 -1.43
N -3.12 -4.00 4.21
N -2.11 1.94 -4.71
N -4.44 -3.47 -1.16
N -0.68 0.25 1.08
N -5.42 1.16 5.42
N 0.18 -1.00 -6.12
N 2.08 -4.37 1.75
C 2.43 -2.98 1.52
C -3.82 2.05 1.72
C -5.09 2.41 1.05
C -1.33 4.48 -4.26
C -3.87 -8.39 3.55
C -3.94 -7.92 5.13
C -0.11 1.04 2.24
C 5.53 1.51 0.37
C -1.06 -5.73 -1.10
C 1.41 -0.25 -5.60
C 0.60 -4.43 1.97
C -0.66 5.48 -3.36
C -3.38 -6.02 2.65
C -0.16 -4.88 -1.68
C 2.93 -5.46 1.83
C 5.60 2.83 1.19
C 2.87 7.63 1.32
C 3.86 6.55 -0.83
C -0.63 -3.43 -2.27
C 3.45 1.29 -5.68
C -3.73 -7.53 2.49
C 1.92 6.48 1.47
C 7.54 2.35 -1.10
C 3.16 5.37 -0.54
C -0.22 0.36 -0.13
C -3.62 -6.38 5.26
C -3.36 -5.44 4.11
C -0.49 5.22 -1.91
C -2.53 -5.34 -0.95
C -1.54 -0.85 1.56
C -6.54 2.18 1.64
C -3.09 -3.95 -1.38
C -3.88 1.74 3.27
C -1.00 3.89 -1.32
C 6.66 1.28 -0.56
C 2.48 0.44 -6.48
C 3.80 7.60 0.30
C -5.32 1.56 4.01
C -6.67 1.80 3.10
C 7.35 3.61 -0.57
C 1.27 0.05 -4.13
C 2.44 0.72 -3.36
C 2.15 5.25 0.61
C 6.48 3.94 0.64
C -1.62 2.81 -2.25
C 3.48 1.17 -4.15
C -1.67 2.99 -3.79
C -2.08 -2.98 -2.01
H 0.53 1.25 -0.25
H 4.19 -5.18 1.75
H 3.51 -3.14 1.71
H -1.06 3.43 -0.37
H -0.37 6.02 -1.11
H -1.60 -1.59 0.76
H -4.15 -9.52 3.33
H 0.34 -4.62 3.18
H -3.76 -5.90 6.31
H 0.97 -5.10 -1.73
H 4.53 8.51 0.13
H 1.70 4.34 0.79
H -2.53 -2.06 -2.18
H 6.74 0.24 -0.85
H -2.04 1.86 -1.87
H -2.78 2.10 1.14
H -7.41 2.54 1.15
H 8.02 4.63 -0.89
H -0.90 -6.74 -0.63
H 2.42 0.24 -7.50
H 0.23 -3.50 1.62
H 0.06 -2.84 -2.71
H 2.60 0.81 -2.39
H 4.44 1.83 -6.25
H -3.05 1.44 3.74
H -7.59 1.51 3.36
H 1.00 1.29 2.17
H 0.20 -5.26 1.32
H 8.19 2.34 -2.04
H -2.45 -0.43 1.76
H 1.34 6.41 2.34
H 2.84 8.42 1.95
H -0.32 0.48 3.14
H 4.61 6.62 -1.75
H 0.29 -0.15 -3.53
H 4.25 1.68 -3.49
H -3.36 -5.94 -0.68
H 6.59 4.94 1.04
H -5.04 2.58 0.10
H 2.05 -2.80 0.51
H -3.16 -5.30 1.83
H -3.72 -7.93 1.43
H -1.07 -1.26 2.43
H 1.78 -2.28 2.36
H -1.48 4.60 -5.37
H -4.31 -8.44 5.79
H 4.84 3.00 1.81
H -0.27 6.52 -3.62
H -0.59 2.03 2.24
```

## Properties
HOMO energy (eV): -8.8
LUMO energy (eV): -1.50
Energy (eV): -96693.6035
Energy above the lowest of the compared OMol25 structures with the same formula, charge and spin (kcal/mol): 42.7
SMILES: O=[N+]([O-])c1ccccc1.O=[N+]([O-])c1ccccc1.O=[N+]([O-])c1ccccc1.O=[N+]([O-])c1ccccc1.O=[N+]([O-])c1ccccc1.O=[N+]([O-])c1ccccc1.O=[N+]([O-])c1ccccc1.CN(C)C=O.CN(C)C=O